DFT (the ωB97M-V functional and the def2-TZVPD basis) results for a cluster of 4 separate species, C9H21ClN3O3 in total in a non-equilibrium geometry.

The value obtained for the highest occupied orbital energy is -5.902 eV. For the orbital gap, the calculation gives 9.06 eV. As for the total energy: -1205.87343 Ha. As for the molar mass: 254.738 g mol⁻¹. As for the net charge: -1. Its relative energy (zero: lowest compared OMol25 entry of this formula, charge and spin) is 0.651 eV. Its spin multiplicity is 1.

Atoms and positions in Å:
Cl1 -0.341 -0.160 0.643
C1 2.586 2.326 -1.200
C2 3.543 1.175 -0.839
O1 4.769 1.237 -1.026
N1 2.939 0.128 -0.262
C3 3.651 -1.007 0.278
H1 2.619 2.518 -2.272
H2 2.933 3.169 -0.603
H3 1.560 2.161 -0.868
H4 1.944 0.226 -0.122
H5 3.663 -0.932 1.365
H6 4.679 -1.063 -0.082
H7 3.126 -1.913 -0.024
C4 -2.916 -3.004 1.887
C5 -3.038 -2.309 3.266
O2 -3.927 -2.690 4.048
N2 -2.282 -1.259 3.547
C6 -2.348 -0.595 4.825
H8 -2.794 -4.087 1.881
H9 -2.025 -2.691 1.343
H10 -3.822 -2.862 1.299
H11 -1.788 -0.856 2.764
H12 -2.766 0.402 4.686
H13 -1.356 -0.348 5.203
H14 -2.886 -1.131 5.607
C7 -1.694 2.470 -2.550
C8 -0.709 1.720 -3.358
O3 -0.544 2.040 -4.526
N3 -0.107 0.760 -2.668
C9 0.756 -0.233 -3.229
H15 -1.245 2.846 -1.631
H16 -2.497 1.785 -2.277
H17 -2.149 3.264 -3.143
H18 -0.496 0.612 -1.748
H19 1.519 -0.522 -2.506
H20 1.192 -0.017 -4.205
H21 0.250 -1.159 -3.503